[1]
A structure of composition C8H8, computed with ωB97M-V with the def2-TZVPD basis set.

As for the net charge: 0. The value obtained for the molecular weight is 104.2 g mol⁻¹. Its relative energy (zero: lowest compared OMol25 entry of this formula, charge and spin) is 164.5 kcal/mol. The frontier orbital gap comes out at 8.5 eV. The calculation puts the LUMO energy at 0.0365 Eh. As for the spin multiplicity: 1. The HOMO energy comes out at -0.277 Ha.

```
16
Properties=species:S:1:pos:R:3:nbo_charge:R:1
C 0.07221 -0.15479 2.50154 -0.289
C 0.09421 -0.62297 -1.91303 -0.197
C 0.70712 -1.00162 -0.71361 -0.270
C 0.71207 -0.14736 0.42758 -0.213
C -0.10385 0.96119 0.41307 -0.266
C -0.46559 -1.08487 1.92106 -0.146
C -0.64629 0.64372 -2.02309 -0.269
C -0.65582 1.36817 -0.84993 -0.196
H 1.43016 -1.89487 -0.67602 0.214
H -0.87326 -2.01268 1.66643 0.249
H -0.27994 1.67324 1.22113 0.213
H 1.01500 -0.36875 1.47628 0.243
H 0.88792 0.47109 2.94114 0.278
H -1.14694 2.39172 -0.74332 0.204
H -1.13553 1.08503 -2.94889 0.230
H 0.38853 -1.30627 -2.70035 0.216
```

---

[2]
A cluster of 2 separate species, C4H14N3 in total, computed with ωB97M-V with the def2-TZVPD basis set.

As for the net charge: 0. The value obtained for the molecular weight is 104.2 g mol⁻¹. Its relative energy (zero: lowest compared OMol25 entry of this formula, charge and spin) is 11.7 kcal/mol. The frontier orbital gap (spin up / spin down) comes out at 4.7 / 9.7 eV. The expectation value of S² is 0.753. The calculation puts the LUMO energy (spin up / spin down) at 0.0362 / 0.0334 Eh. As for the spin multiplicity: 2. The HOMO energy (spin up / spin down) comes out at -0.137 / -0.325 Ha.

```
21
Properties=species:S:1:pos:R:3:nbo_charge:R:1
N 1.12577 1.13023 -1.55248 -0.861
N -0.79351 -0.14145 -2.23847 -0.870
N -0.95242 1.31366 -0.32639 -0.650
C 0.51196 -1.61028 2.09362 -0.610
C -0.17318 0.71436 -1.31120 0.345
C -0.57763 2.60050 0.33421 -0.409
C 0.42611 -2.44991 0.80331 -0.615
H 1.14322 -2.07037 2.84767 0.201
H -0.57372 -2.61340 0.42063 0.204
H 0.44669 2.88525 0.13274 0.204
H -0.33545 -1.01496 -2.48696 0.368
H 0.82020 -0.58552 1.92032 0.205
H 1.71623 1.35151 -0.77372 0.370
H -1.93051 1.14038 -0.29635 0.374
H -0.48671 -1.51778 2.53286 0.201
H 0.97467 -1.89824 0.04267 0.206
H -1.25926 3.33380 -0.08544 0.190
H -1.80279 -0.18242 -2.18169 0.370
H 1.58996 0.61495 -2.27493 0.380
H -0.72757 2.42741 1.39512 0.194
H 0.85795 -3.42772 1.00448 0.201
```

---

[3]
A structure of composition C35H38N5O6PSSe2Sr, computed with ωB97M-V with the def2-TZVPD basis set.

As for the net charge: -2. The value obtained for the molecular weight is 933.3 g mol⁻¹. Its relative energy (zero: lowest compared OMol25 entry of this formula, charge and spin) is 77.7 kcal/mol. The frontier orbital gap comes out at 5.1 eV. The calculation puts the LUMO energy at 0.1383 Eh. As for the spin multiplicity: 1. The HOMO energy comes out at -0.050 Ha.

```
89
Properties=species:S:1:pos:R:3:lowdin_charge:R:1
Sr -0.57340 -0.41901 -0.48599 1.327
Se -2.61541 1.44220 0.50521 0.368
Se -4.61303 -2.62710 -2.50280 0.285
S 1.64574 -3.40902 4.39379 0.974
P 1.72139 1.82464 1.79199 1.153
O 2.15260 -2.49824 -0.67279 0.039
O 1.82888 1.88622 -2.85532 0.007
O -3.73916 -1.76183 0.41055 -0.195
O 0.01042 1.17660 -1.76840 -0.338
O -0.22888 4.29696 -0.86797 -0.038
O -6.42643 1.22229 -2.44627 -0.083
N 0.67915 -1.40100 -2.03603 -0.102
N -1.00391 -2.56474 0.23600 -0.142
N 2.30299 -3.47774 1.70173 0.022
N 0.66981 -1.98037 2.41633 0.024
N 0.65941 4.00124 0.08137 -0.020
C 1.13707 1.00436 -2.36019 -0.677
C -1.38554 -1.18399 5.93182 -0.126
C 2.70706 0.23698 6.04744 -0.103
C -4.80418 -0.03940 -1.02791 -0.574
C 5.35011 0.55192 -0.76760 -0.096
C 0.94920 -2.29915 -1.17758 -0.535
C -4.84325 -0.89183 0.26101 -0.289
C 4.97564 1.88812 -0.73334 -0.082
C 1.34361 1.37704 4.44005 -0.118
C 2.22744 1.04389 3.41035 -0.382
C -1.77639 -0.53215 4.76736 -0.091
C 3.35158 0.28860 3.72700 -0.105
C -4.07040 -0.75492 -2.17326 -0.613
C -6.26078 0.21592 -1.45217 -0.254
C -0.19465 -3.20344 -0.79258 -0.184
C 2.26010 5.89553 2.60909 -0.060
C 1.58430 0.99412 5.74712 -0.088
C 1.67474 -0.43256 -2.39801 -0.131
C 3.51128 3.50693 3.17130 -0.085
C 3.87689 2.28865 0.00822 -0.078
C 3.99994 4.68438 3.70735 -0.089
C 3.58306 -0.11822 5.03554 -0.096
C 3.48625 0.00794 0.64387 -0.143
C -0.32250 -2.07921 5.91731 -0.128
C -4.12869 1.33265 -0.79823 -0.567
C 2.38458 3.48084 2.34955 -0.287
C 0.73265 4.86112 1.01054 -0.123
C 1.77920 4.72246 2.01972 -0.204
C 0.33065 -2.30871 4.72190 -0.511
C 3.13819 1.35418 0.73204 -0.362
C 4.59422 -0.39167 -0.08853 -0.094
C 3.35576 5.88164 3.44710 -0.105
C -0.04808 -1.64459 3.53843 -0.327
C 1.57348 -2.91521 2.62320 -0.712
C -1.11515 -0.74891 3.56954 -0.023
H 6.22069 0.24636 -1.33576 0.093
H -4.83488 -0.22526 1.12594 0.090
H 5.55002 2.62315 -1.28385 0.098
H 0.88446 1.26411 6.52698 0.101
H 4.01223 2.57710 3.40493 0.099
H -0.45188 -2.51808 1.10237 0.031
H -6.66288 -0.70057 -1.88699 0.081
H 2.16264 -2.97947 0.26309 0.041
H 4.06737 0.01632 2.96361 0.095
H -4.25929 -0.21608 -3.10181 0.047
H -3.81517 -2.37241 -0.35906 -0.061
H 2.89212 -0.08386 7.06596 0.095
H 3.71354 6.80657 3.88345 0.093
H 2.03032 -0.62462 -3.41268 0.133
H -1.91252 -1.00431 6.86140 0.087
H -2.99316 -0.75203 -1.97650 0.019
H -5.76986 -1.48336 0.26209 0.106
H -6.85301 0.47289 -0.55885 0.118
H 2.54720 -0.45507 -1.74150 0.098
H -2.60955 0.15933 4.78498 0.103
H -5.90573 1.98664 -2.17740 0.057
H -1.42990 -0.24111 2.66218 0.055
H -4.84851 2.04990 -0.38905 0.039
H 0.21016 -4.17965 -0.49586 0.123
H -0.80196 -3.34443 -1.68752 0.124
H -0.01086 -2.58818 6.82145 0.095
H -3.71614 1.70902 -1.73537 0.049
H 0.10858 5.75419 0.99999 0.126
H 1.77644 6.83474 2.36541 0.103
H 4.88007 4.67023 4.33879 0.096
H 2.97117 -4.15477 2.03722 0.040
H -1.84241 -3.09811 0.43449 0.090
H 0.45698 1.95315 4.19671 0.108
H -0.19072 3.52953 -1.49934 0.103
H 4.45494 -0.72032 5.26368 0.097
H 3.58094 3.32931 0.02433 0.105
H 4.85481 -1.44145 -0.13833 0.105
H 2.88407 -0.73205 1.15613 0.083
```